--- A ---
DFT (ωB97M-V/def2-TZVPD) results for a cluster of 18 separate species, H36O18 in total.

```
54
Properties=species:S:1:pos:R:3:mulliken_charge:R:1
O 0.05 -2.08 4.97 -0.572
H -0.25 -2.71 5.63 0.269
H 0.92 -2.43 4.78 0.314
O 4.67 -1.94 -0.88 -0.600
H 4.53 -2.47 -0.09 0.288
H 3.79 -1.59 -1.06 0.331
O -4.61 2.70 -2.04 -0.591
H -4.08 3.42 -1.68 0.298
H -4.34 2.72 -2.96 0.311
O 1.65 -4.80 -2.10 -0.611
H 2.03 -5.68 -2.18 0.312
H 0.88 -4.97 -1.56 0.303
O 0.31 1.12 0.76 -0.522
H 0.12 0.61 1.56 0.260
H 0.15 2.04 0.98 0.276
O 2.97 -3.27 3.49 -0.577
H 3.26 -3.76 2.77 0.276
H 3.61 -3.25 4.20 0.303
O -2.26 -4.43 0.69 -0.616
H -2.69 -3.76 1.22 0.305
H -1.32 -4.26 0.79 0.302
O -2.87 0.11 -4.56 -0.591
H -2.79 -0.67 -4.00 0.314
H -3.71 -0.02 -5.01 0.290
O -6.42 0.68 -0.38 -0.610
H -5.81 0.38 -1.06 0.300
H -5.83 0.99 0.30 0.291
O 1.69 5.71 -0.51 -0.603
H 1.89 5.22 -1.30 0.303
H 2.42 5.65 0.09 0.290
O 0.35 0.17 -3.60 -0.530
H 0.10 -0.48 -2.94 0.244
H 1.25 0.41 -3.35 0.306
O 2.66 -0.16 4.62 -0.571
H 3.17 0.60 4.35 0.279
H 1.77 0.17 4.47 0.292
O -2.28 -1.93 3.12 -0.609
H -3.15 -1.97 2.74 0.318
H -1.76 -1.15 3.27 0.292
O 2.45 -0.11 -0.36 -0.624
H 1.82 -0.80 -0.53 0.281
H 2.58 0.70 -0.84 0.292
O 3.27 3.11 0.69 -0.544
H 3.35 2.27 1.16 0.258
H 3.92 3.53 1.27 0.289
O 0.85 2.86 -4.71 -0.634
H 0.21 2.20 -4.94 0.308
H 1.70 2.59 -5.05 0.304
O -3.01 -1.66 -1.79 -0.648
H -2.10 -1.76 -1.48 0.296
H -3.29 -2.53 -2.10 0.342
O 0.30 4.15 2.23 -0.576
H -0.60 4.22 1.93 0.311
H 0.34 4.47 3.14 0.280
```

The calculation puts the LUMO energy at -0.426 eV. The frontier orbital gap comes out at 10.470 eV. The multiplicity is 1.

***

--- B ---
DFT (ωB97M-V/def2-TZVPD) results for a cluster of 18 separate species, H36O18 in total.

```
54
Properties=species:S:1:pos:R:3:mulliken_charge:R:1
O 3.79 2.11 -0.72 -0.451
H 4.59 1.92 -0.23 0.228
H 3.13 2.46 -0.09 0.346
O -0.73 -5.55 2.79 -0.624
H -0.34 -5.25 3.63 0.327
H -0.69 -4.75 2.27 0.297
O -2.74 -0.95 2.37 -0.757
H -3.46 -1.59 2.47 0.316
H -2.09 -1.36 2.98 0.301
O -4.58 -1.81 0.43 -0.600
H -5.30 -2.37 0.13 0.267
H -3.90 -1.71 -0.25 0.331
O -0.22 1.23 -1.68 -0.450
H -0.71 1.15 -2.49 0.222
H -0.70 0.88 -0.93 0.218
O 2.12 3.72 -2.09 -0.624
H 2.05 4.48 -2.67 0.247
H 2.78 3.05 -2.30 0.291
O 4.10 -1.77 1.03 -0.667
H 3.42 -2.28 0.57 0.286
H 4.30 -1.06 0.42 0.355
O 4.82 0.89 1.80 -0.607
H 4.01 0.80 2.30 0.316
H 5.17 -0.02 1.64 0.314
O -1.00 -2.22 -4.27 -0.648
H -1.46 -3.04 -4.47 0.325
H -1.28 -2.05 -3.33 0.322
O 2.41 -0.63 -1.26 -0.619
H 1.57 -0.17 -1.07 0.320
H 3.08 0.06 -1.38 0.296
O -2.55 0.04 -3.09 -0.550
H -2.09 -0.38 -3.83 0.356
H -3.50 0.08 -3.16 0.241
O -0.47 -0.52 0.50 -0.347
H 0.29 -0.97 0.88 0.208
H -1.23 -0.78 1.03 0.207
O 5.87 0.78 -1.96 -0.601
H 5.43 0.11 -1.42 0.234
H 5.80 0.34 -2.83 0.319
O -2.42 -2.24 -1.62 -0.629
H -2.58 -2.90 -2.31 0.269
H -1.49 -2.22 -1.32 0.346
O -3.39 0.09 5.02 -0.634
H -3.34 -0.13 4.08 0.424
H -2.45 0.17 5.22 0.295
O -4.56 2.75 -0.02 -0.633
H -5.46 2.60 0.26 0.316
H -4.11 2.10 -0.63 0.316
O -1.35 1.33 2.63 -0.534
H -1.72 1.50 1.76 0.240
H -1.70 2.15 3.01 0.301
O 1.20 3.14 0.42 -0.692
H 1.23 3.07 -0.56 0.351
H 0.26 2.99 0.55 0.318
```

The calculation puts the LUMO energy at -0.505 eV. The frontier orbital gap comes out at 10.114 eV. The multiplicity is 1.

***

--- C ---
DFT (ωB97M-V/def2-TZVPD) results for a cluster of 18 separate species, H36O18 in total.

```
54
Properties=species:S:1:pos:R:3:mulliken_charge:R:1
O -0.79 -2.42 3.11 -0.657
H -0.08 -1.98 2.64 0.387
H -1.58 -2.17 2.64 0.349
O 1.75 -1.12 1.91 -0.637
H 2.53 -1.36 2.42 0.198
H 1.85 -1.60 1.09 0.350
O -1.08 4.00 -1.53 -0.746
H -1.49 3.14 -1.44 0.429
H -0.45 4.05 -0.82 0.401
O -1.96 -2.93 -2.08 -0.697
H -2.03 -1.98 -2.15 0.333
H -1.02 -3.11 -2.13 0.402
O 0.22 1.73 4.80 -0.572
H 0.69 2.46 5.18 0.267
H -0.03 1.18 5.54 0.279
O 0.71 1.33 2.15 -0.549
H 1.29 0.58 2.25 0.293
H 0.38 1.50 3.03 0.315
O 2.56 -2.64 -3.58 -0.630
H 1.88 -2.95 -2.99 0.356
H 2.38 -3.07 -4.42 0.332
O -2.73 0.97 2.32 -0.677
H -2.02 1.00 2.96 0.298
H -3.06 0.07 2.39 0.372
O 2.57 -3.53 0.60 -0.600
H 2.71 -4.47 0.50 0.281
H 2.94 -3.32 1.45 0.226
O -3.94 -1.45 2.58 -0.690
H -4.32 -1.41 1.71 0.319
H -4.08 -2.35 2.86 0.298
O 0.09 -0.18 -0.30 -0.542
H 0.08 0.61 -0.84 0.262
H 0.30 0.13 0.58 0.206
O 5.06 1.79 0.82 -0.621
H 4.96 1.19 0.08 0.326
H 4.58 1.37 1.53 0.294
O 0.04 -1.09 -4.34 -0.590
H -0.64 -0.77 -3.75 0.325
H 0.85 -0.69 -4.01 0.311
O 0.74 -2.84 -1.49 -0.549
H 1.17 -3.41 -0.85 0.289
H 0.69 -1.99 -1.05 0.319
O -0.13 4.06 -4.17 -0.648
H 0.72 3.61 -4.14 0.283
H -0.39 4.15 -3.25 0.400
O -2.10 -0.02 -2.86 -0.635
H -2.25 0.42 -2.02 0.432
H -2.84 0.25 -3.41 0.256
O 0.87 3.68 0.33 -0.673
H 1.82 3.80 0.44 0.291
H 0.65 2.94 0.91 0.346
O -2.42 1.54 -0.67 -0.622
H -3.26 1.99 -0.79 0.288
H -2.41 1.30 0.26 0.222
```

The calculation puts the LUMO energy at -0.769 eV. The frontier orbital gap comes out at 9.134 eV. The multiplicity is 1.

***

--- D ---
DFT (ωB97M-V/def2-TZVPD) results for a cluster of 18 separate species, H36O18 in total.

```
54
Properties=species:S:1:pos:R:3:mulliken_charge:R:1
O 0.59 -0.09 4.46 -0.625
H 0.77 0.87 4.61 0.320
H 1.33 -0.55 4.04 0.265
O -1.49 -3.79 -4.16 -0.597
H -1.14 -3.02 -4.00 0.267
H -0.77 -4.44 -4.06 0.321
O 0.74 2.26 2.87 -0.612
H 0.46 3.17 2.58 0.308
H 0.64 1.73 1.95 0.394
O -4.31 -0.95 1.45 -0.589
H -3.98 -0.36 2.03 0.316
H -4.31 -1.88 1.74 0.304
O -4.32 1.69 -3.46 -0.589
H -4.10 2.55 -3.29 0.302
H -5.04 1.33 -3.07 0.288
O 3.99 2.71 1.93 -0.622
H 4.63 1.84 1.88 0.308
H 3.19 2.52 2.37 0.336
O 1.35 0.27 -6.46 -0.614
H 1.90 -0.11 -5.79 0.325
H 0.57 -0.13 -6.56 0.276
O 0.35 -0.16 -4.19 -0.555
H 0.00 -0.58 -3.49 0.252
H 1.24 0.08 -3.81 0.292
O 4.47 -1.94 0.09 -0.641
H 5.47 -1.88 -0.15 0.340
H 4.42 -1.39 0.87 0.370
O -0.03 0.78 0.67 -0.760
H -0.78 1.05 1.31 0.322
H 0.53 0.06 1.23 0.341
O -6.19 1.59 0.84 -0.616
H -6.43 0.92 0.18 0.306
H -5.85 1.07 1.56 0.305
O -3.46 0.89 3.69 -0.602
H -3.15 1.72 3.97 0.281
H -3.49 0.16 4.45 0.291
O 3.48 0.54 -0.86 -0.601
H 3.13 -0.30 -0.58 0.309
H 2.89 1.32 -0.73 0.284
O 1.64 -4.07 -0.38 -0.566
H 2.35 -3.87 0.09 0.273
H 0.84 -3.98 0.04 0.289
O -1.27 -1.94 -0.20 -0.481
H -1.61 -2.23 0.51 0.239
H -1.74 -1.45 -0.78 0.249
O 3.82 0.20 -3.58 -0.567
H 4.32 -0.36 -3.05 0.297
H 3.06 0.27 -2.99 0.330
O -2.88 3.93 1.99 -0.651
H -3.36 4.55 2.69 0.326
H -3.22 2.97 1.98 0.328
O 3.62 -0.90 2.30 -0.699
H 2.92 -1.65 2.16 0.323
H 4.23 -1.04 3.08 0.308
```

The calculation puts the LUMO energy at -0.840 eV. The frontier orbital gap comes out at 9.466 eV. The multiplicity is 1.

***

Energies relative to the most stable structure are A 342.8; B 199.1; C 0.0; D 651.4, reported in kJ/mol.

***

--- A ---
DFT (ωB97M-V/def2-TZVPD) results for a structure of composition C2H3N2OP.

```
9
Properties=species:S:1:pos:R:3:mulliken_charge:R:1
C 0.41 -1.83 0.10 -0.062
C -1.22 0.42 -0.37 -0.136
N -1.43 -1.80 0.08 -0.461
N -1.72 -0.66 0.05 0.186
O 1.01 -0.73 -0.09 -0.212
P 0.36 0.25 -1.35 0.128
H 1.01 -2.35 0.96 0.205
H -1.50 1.47 -0.09 0.331
H 0.74 1.40 -0.84 0.021
```

The calculation puts the LUMO energy (spin up / spin down) at -0.084 / -0.075 eV. The frontier orbital gap (spin up / spin down) comes out at 7.902 / 7.907 eV. The multiplicity is 1.

***

--- B ---
DFT (ωB97M-V/def2-TZVPD) results for a cluster of 2 separate species, C2H3N2OP in total.

```
9
Properties=species:S:1:pos:R:3:mulliken_charge:R:1
C -1.57 1.26 0.41 0.138
C 0.51 -1.72 0.80 0.464
N -1.31 1.77 -0.58 -0.414
N 0.62 -0.81 0.08 -0.144
O 0.23 -2.53 1.55 -0.408
P 1.33 -0.10 -1.30 -0.090
H -1.47 0.82 1.34 0.278
H 1.69 1.09 -0.66 0.069
H -0.03 0.22 -1.62 0.108
```

The calculation puts the LUMO energy at 0.538 eV. The frontier orbital gap comes out at 10.134 eV. The multiplicity is 1.

***

Energies relative to the most stable structure are A 398.3; B 0.0, reported in kJ/mol.